<one>
Here is C2H7NO2S2 in the gas phase from OMol25. Energies are from the ωB97M-V functional and the def2-TZVPD basis.

HOMO energy	-0.32768	Eh
E_LUMO	0.6	eV
orbital gap	9.50	eV

Geometry as ORCA input:
```
! RIJCOSX wB97M-V def2-TZVPD def2/J DEFGRID3
* xyz 0 1
C 0.97 -1.26 -0.58
C -1.08 0.40 0.20
N -0.19 1.00 1.02
O -1.49 -1.56 -1.39
O -2.40 -0.34 0.81
S 2.08 -0.94 0.77
S -0.82 -1.29 -0.16
H 0.94 -0.42 -1.32
H 1.38 -2.11 -1.17
H -1.53 1.06 -0.41
H 0.52 0.53 1.65
H -0.49 1.84 1.53
H -3.08 0.02 0.33
H 1.38 -1.67 1.67
*
```

<two>
Here is C2H7NO2S2 in the gas phase from OMol25. Energies are from the ωB97M-V functional and the def2-TZVPD basis.

HOMO energy	-0.34514	Eh
E_LUMO	-0.1	eV
orbital gap	9.31	eV

Geometry as ORCA input:
```
! RIJCOSX wB97M-V def2-TZVPD def2/J DEFGRID3
* xyz 0 1
C -1.33 -0.18 1.01
C -0.76 -0.36 -1.72
N 1.69 1.44 1.10
O 1.38 -1.10 1.14
O 2.24 -0.15 -0.95
S 1.66 0.12 0.33
S -0.69 0.85 -0.36
H -0.52 -0.70 1.38
H -1.78 0.41 1.80
H -2.10 -0.89 0.71
H -0.02 0.06 -2.36
H -0.37 -1.16 -1.11
H -1.82 -0.43 -1.93
H 2.44 2.08 0.94
*
```

Which structure is the least stable? The one labeled <one>.

<one>
Here is 2 unconnected molecules or ions with the total composition C2H5F2N from OMol25. Energies are from the ωB97M-V functional and the def2-TZVPD basis.

HOMO energy (spin up / spin down)	-0.32654 / -0.32644	Eh
E_LUMO (spin up / spin down)	0.7 / 0.7	eV
orbital gap (spin up / spin down)	9.63 / 9.63	eV

Geometry as ORCA input:
```
! RIJCOSX wB97M-V def2-TZVPD def2/J DEFGRID3
* xyz 0 1
C -1.25 -0.41 0.24
C 1.51 0.18 -0.35
N -0.61 0.77 -0.27
F 1.35 -1.01 0.14
F 2.43 0.88 0.37
H -1.23 -1.29 -0.44
H -0.91 -0.69 1.19
H -2.28 -0.24 0.15
H 1.61 0.34 -1.39
H -0.62 1.49 0.34
*
```

<two>
Here is 2 unconnected molecules or ions with the total composition C2H5F2N from OMol25. Energies are from the ωB97M-V functional and the def2-TZVPD basis.

HOMO energy (spin up / spin down)	-0.27715 / -0.37184	Eh
E_LUMO (spin up / spin down)	-0.6 / 0.5	eV
orbital gap (spin up / spin down)	6.94 / 10.59	eV

Geometry as ORCA input:
```
! RIJCOSX wB97M-V def2-TZVPD def2/J DEFGRID3
* xyz 0 1
C 0.85 0.16 -0.63
C -0.09 -0.13 0.44
N -1.29 0.58 0.45
F 1.85 1.09 -0.28
F 0.28 -0.65 1.73
H 0.27 0.74 -1.48
H 1.41 -0.63 -1.04
H -0.44 -2.52 -0.33
H -1.87 0.88 -0.31
H -1.79 0.21 1.25
*
```

Which structure is the least stable? The one labeled <two>.